ORCA calculation (ωB97M-V/def2-TZVPD) on C59H99B3CaF27N18O15S5 as an isolated structure.

XYZ file:
```
227
Properties=species:S:1:pos:R:3:forces:R:3:lowdin_charge:R:1
Ca -6.216534 -2.552472 -1.220614 0.696 -0.364 -0.536 1.6315
C 8.636316 -1.149772 -2.730274 1.589 0.936 -0.588 -0.0808
C 7.574816 -2.143212 -3.005154 0.020 0.121 0.116 -0.2003
N 6.613556 -1.455392 -3.871764 -4.302 2.302 -0.314 -0.0513
C 6.591756 -1.233912 -5.248014 -0.564 0.781 -0.453 0.0162
C 5.517156 -0.380172 -5.627164 2.836 -2.500 2.279 0.0385
N 4.864006 -0.139232 -4.459294 2.729 -0.702 2.182 -0.0916
C 5.527936 -0.703822 -3.345794 0.889 -1.157 -4.070 0.0732
C 3.740506 0.720208 -4.423274 -1.432 1.248 0.350 -0.0178
H 8.964266 -0.819822 -3.716014 0.737 -0.046 0.073 0.0882
H 9.461656 -1.573212 -2.157914 0.042 0.063 -0.146 0.0947
H 8.331586 -0.207482 -2.274944 -0.480 -0.312 0.408 0.0866
H 7.171396 -2.443342 -2.038064 -0.854 -0.195 -0.396 0.1226
H 7.982686 -3.017242 -3.512914 -0.191 0.054 -0.066 0.1361
H 7.350706 -1.609142 -5.918534 0.016 -0.169 0.248 0.1349
H 5.309776 0.062908 -6.590014 -0.419 -0.199 0.137 0.1484
H 5.233086 -0.765592 -2.308664 -0.321 0.314 -0.216 0.1372
H 3.628216 1.251838 -5.368184 -0.298 -0.853 -0.314 0.1089
H 3.877796 1.585028 -3.774174 0.018 -0.475 0.736 0.0997
H 2.895666 0.083098 -4.161674 -0.342 0.723 -0.170 0.0890
C 2.724986 -0.677052 7.226896 -0.774 -0.074 0.788 -0.0366
C 2.009986 -1.203742 5.999896 -1.242 0.053 1.033 -0.2023
N 2.861456 -1.267652 4.874616 3.419 -0.913 -4.963 -0.0612
C 3.157706 -0.231112 3.975086 2.543 -1.676 -0.813 0.0462
C 4.182676 -0.723992 3.065126 -3.269 0.213 1.598 0.0387
N 4.283766 -2.113442 3.245516 -2.131 3.409 3.509 -0.0754
C 3.555856 -2.350802 4.417796 0.068 0.287 -0.611 0.0056
C 5.204516 -3.021942 2.601916 0.209 -0.051 0.456 0.0041
H 3.458176 -1.418812 7.543636 0.538 0.490 -0.143 0.0867
H 2.040706 -0.625882 8.073796 -0.387 -0.225 -0.119 0.0923
H 3.031296 0.367128 7.164016 0.558 -0.257 -0.438 0.0865
H 1.162376 -0.604612 5.667176 -0.073 0.227 0.347 0.1064
H 1.644946 -2.217992 6.161606 -0.053 -0.017 0.182 0.1283
H 2.649876 0.712318 4.110936 0.227 0.158 -0.175 0.1144
H 4.723526 -0.186142 2.300536 -0.299 -0.256 -0.132 0.1208
H 3.589106 -3.256672 5.004886 -0.014 -0.200 -0.374 0.1602
H 4.637576 -3.692992 1.956646 0.238 -0.273 0.343 0.0872
H 5.716346 -3.428432 3.474216 0.333 -0.898 -0.706 0.1103
H 5.916496 -2.490012 1.970866 -0.213 0.190 0.216 0.1074
C -4.561154 4.470768 6.683366 0.940 -0.209 1.003 -0.0463
C -5.673584 3.380658 6.761336 0.813 2.113 -2.034 -0.1478
N -5.054384 2.100238 6.937796 2.293 -0.313 1.428 -0.0675
C -4.989464 1.505638 8.190726 0.144 -2.869 -1.227 0.0312
C -4.398974 0.245228 7.974076 -0.507 1.963 -0.093 0.0224
N -3.970064 0.237708 6.672546 -0.429 1.920 -1.266 -0.0804
C -4.209664 1.464868 6.070456 -2.178 -1.768 2.618 0.0256
C -3.358274 -0.833862 5.918366 2.139 -0.210 0.133 0.0029
H -4.669014 5.455738 6.229176 -1.033 -0.279 -0.144 0.0784
H -3.626944 4.093058 6.267806 -0.135 -0.405 -0.339 0.0501
H -4.262184 4.667768 7.712886 -0.030 0.179 0.166 0.0814
H -6.174314 3.290638 5.797346 -0.452 0.310 0.188 0.1234
H -6.368044 3.659208 7.553946 -0.005 -0.646 -0.110 0.1350
H -5.461354 1.901128 9.078026 -0.076 0.010 -0.286 0.1377
H -4.230814 -0.606102 8.617016 -0.119 0.205 -0.021 0.1364
H -3.832794 1.865008 5.140806 -0.303 -0.480 -0.049 0.1638
H -2.313974 -0.526382 5.863816 0.210 0.200 -0.585 0.0705
H -3.749024 -0.985912 4.912236 -0.435 0.161 0.231 0.0867
H -3.222614 -1.773872 6.453236 -1.015 0.101 0.300 0.1084
C 4.739296 -5.112902 -3.525314 -1.160 1.004 1.449 -0.0248
C 3.757416 -4.185922 -2.743734 0.072 -0.242 0.115 -0.1626
N 2.520876 -4.932222 -2.346344 -1.290 -1.480 2.601 -0.0128
C 1.233286 -4.711212 -2.835144 1.330 -0.582 -0.330 0.0251
C 0.397256 -5.617892 -2.267744 -0.698 0.104 1.119 0.0137
N 1.071566 -6.348612 -1.293384 2.864 2.308 -1.323 -0.0566
C 2.395056 -5.912302 -1.343574 -1.289 0.968 -1.902 0.0289
C 0.529366 -7.371872 -0.436444 -1.099 -1.425 0.372 -0.0124
H 4.221966 -5.735202 -4.255534 0.242 0.358 -0.227 0.0920
H 5.122706 -5.749472 -2.727904 0.537 -0.250 -0.427 0.0721
H 5.498666 -4.433782 -3.912954 0.156 -0.548 -0.326 0.0662
H 3.498536 -3.224292 -3.186854 -0.695 -0.530 -0.885 0.0999
H 4.239646 -3.752652 -1.867484 0.037 -0.731 0.557 0.0983
H 1.109896 -3.988862 -3.628484 -0.361 -0.087 0.112 0.1225
H -0.678934 -5.690382 -2.321984 -0.001 -0.077 -0.330 0.1213
H 3.222056 -6.320622 -0.781664 -0.134 0.013 -0.051 0.1487
H 1.011736 -8.336292 -0.595514 0.291 0.209 0.034 0.1131
H -0.525634 -7.567392 -0.628394 0.002 0.325 -0.847 0.1151
H 0.429986 -7.166232 0.629366 0.897 0.570 -0.063 0.0656
C 4.712816 4.884298 4.386556 -0.546 0.331 0.464 -0.0446
C 4.031946 5.966468 3.505556 1.379 0.272 3.361 -0.1764
N 3.947296 5.534918 2.197416 0.186 -1.907 -5.367 -0.0670
C 3.901946 6.366178 1.100126 0.025 -0.143 -2.623 0.0027
C 3.991436 5.624668 -0.080914 -0.812 -0.728 2.014 0.0523
N 4.038676 4.246958 0.289686 1.762 5.269 3.804 -0.0604
C 4.143406 4.310068 1.674886 -0.714 -1.781 -1.308 0.0020
C 4.262366 3.191658 -0.632874 -0.748 -1.317 -0.411 -0.0047
H 4.128446 4.009648 4.672216 -0.551 -0.018 -0.630 0.0743
H 4.918596 5.278008 5.381926 0.459 0.376 -0.273 0.0918
H 5.612376 4.527398 3.885056 0.198 0.228 0.279 0.0839
H 4.702216 6.824798 3.459516 0.124 0.071 0.302 0.1397
H 3.104086 6.375938 3.904916 -0.268 -0.520 -0.117 0.1395
H 3.898136 7.445258 1.144576 -0.171 -0.123 0.339 0.1410
H 3.953556 5.901778 -1.124064 -0.024 0.166 0.159 0.1435
H 4.350676 3.409918 2.234506 -0.245 0.193 0.168 0.1545
H 3.254606 3.107318 -1.039574 0.195 -0.966 -0.586 0.0913
H 4.617386 2.296658 -0.121954 -0.481 -0.036 0.025 0.0924
H 4.972966 3.382168 -1.437154 -0.013 0.681 0.268 0.1139
C -3.989554 3.612158 -0.495554 -0.211 0.567 -0.973 -0.0389
C -3.866304 5.111528 -1.014954 0.456 -1.150 1.895 -0.0806
N -2.775844 5.805518 -0.230944 0.678 3.044 2.824 -0.0180
C -1.390784 5.859968 -0.394024 0.027 0.761 0.405 0.0179
C -0.850194 6.736548 0.545976 -0.907 0.080 0.136 0.0112
N -1.876914 7.227648 1.375886 -2.001 -2.535 -3.869 -0.0905
C -3.015504 6.664868 0.829716 0.577 -0.668 0.426 0.0065
C -1.866564 8.174828 2.476456 0.632 -0.633 0.836 0.0085
H -3.764324 3.406858 0.550976 0.726 0.740 0.100 0.0664
H -3.397664 2.958378 -1.136134 -0.180 -0.152 0.139 0.0682
H -5.033504 3.299298 -0.475874 -0.064 -0.003 -0.827 0.0725
H -4.814164 5.594698 -0.777864 0.315 0.398 0.005 0.1178
H -3.636634 5.283488 -2.066514 0.005 -0.544 0.109 0.1322
H -0.924304 5.311528 -1.199014 0.186 0.047 -0.017 0.1055
H 0.112736 7.204228 0.688976 0.187 -0.603 -0.339 0.1247
H -3.955714 6.752778 1.353796 -0.189 0.095 -0.407 0.1594
H -2.409264 7.720628 3.305466 -0.420 0.261 -0.142 0.1003
H -2.233874 9.170378 2.227316 0.079 -0.241 -0.146 0.1118
H -0.849484 8.189058 2.868186 0.078 0.421 -0.295 0.0985
C -2.922774 -1.440812 -7.282214 -1.568 -0.728 -0.071 -0.0247
C -3.697014 -0.558812 -6.242444 1.336 -2.073 -0.297 -0.1620
N -3.270034 0.767178 -6.468364 3.725 5.823 -0.877 -0.0256
C -3.926584 1.900098 -7.003594 -1.237 -0.861 1.131 0.0109
C -3.140394 3.001958 -6.960984 1.759 -0.661 -0.072 0.0045
N -1.882784 2.558238 -6.523534 -1.994 -0.652 -0.188 -0.0882
C -1.961424 1.252218 -6.294224 -1.241 -0.421 0.193 0.0243
C -0.720284 3.401108 -6.328484 1.055 -0.143 -0.814 0.0289
H -1.856684 -1.215672 -7.311494 -0.150 0.259 -0.064 0.0453
H -3.381414 -1.383672 -8.269374 0.287 0.503 -0.161 0.0862
H -3.014014 -2.506892 -7.074274 -0.053 0.017 0.506 0.0689
H -3.285094 -0.877032 -5.284754 -0.461 0.244 0.305 0.1125
H -4.783994 -0.546492 -6.162364 0.152 -0.473 -0.408 0.1387
H -4.987654 1.859448 -7.200804 0.126 -0.108 -0.162 0.1379
H -3.154614 4.024808 -7.307354 -0.790 -0.188 0.063 0.1330
H -1.027544 0.750658 -6.087584 -0.270 -0.715 0.275 0.1374
H -0.006084 3.185158 -7.123094 0.111 -0.234 0.015 0.1096
H -0.229194 3.184338 -5.379834 -0.311 0.328 -0.004 0.0835
H -0.962984 4.450098 -6.498194 -0.315 -0.152 0.578 0.1077
C 1.060396 2.489728 1.241716 -0.837 -2.091 -0.128 -0.0419
C -0.462124 2.209598 1.142456 -0.787 0.353 -0.634 -0.1082
N -0.839144 1.167318 0.059276 2.454 -1.146 -2.556 0.0010
C -2.037094 0.508978 -0.087954 0.048 -1.380 -0.085 -0.0155
C -1.970954 -0.420062 -1.164874 0.409 2.546 1.132 0.0401
N -0.767514 -0.167622 -1.814304 1.072 1.901 3.641 -0.0337
C -0.032624 0.692338 -0.976924 -1.990 0.451 -0.593 0.0280
C -0.325544 -0.831992 -3.029944 -0.194 -0.058 -0.899 0.0121
H 1.405716 2.580838 0.211876 0.311 0.479 0.321 0.0406
H 1.460946 1.568038 1.663786 0.424 -0.210 -0.186 0.0656
H 1.426316 3.252738 1.928756 -0.791 0.403 -0.344 0.0636
H -1.006214 3.127958 0.921816 0.109 0.074 -0.742 0.0958
H -0.991674 1.919518 2.049946 0.667 -0.669 0.153 0.0936
H -2.703354 0.722868 0.734696 -0.816 -0.686 -0.454 0.1128
H -2.637724 -1.173672 -1.557144 -0.314 0.208 0.165 0.1020
H 0.949786 1.081358 -1.200394 -0.142 -0.197 -0.130 0.1377
H -0.111354 -0.205452 -3.895774 0.470 0.984 0.597 0.0845
H -1.203304 -1.318692 -3.455104 0.191 -0.935 0.640 0.1021
H 0.563176 -1.435562 -2.845604 -0.438 -0.298 0.019 0.0851
C -1.201394 -1.635032 3.297506 -0.992 1.138 -0.182 -0.0751
C -0.076544 -1.915192 2.330696 0.318 -1.587 0.286 -0.1205
N 0.419286 -3.324412 2.452696 0.615 -4.007 2.070 -0.0124
C 1.393026 -3.963432 1.710576 0.053 -2.051 1.071 0.0141
C 1.596786 -5.296012 2.254086 -0.441 3.681 -1.929 -0.0216
N 0.765766 -5.421752 3.328776 -0.631 4.567 -2.207 -0.1179
C 0.039466 -4.250232 3.403476 0.815 0.418 -0.207 0.0170
C 0.653646 -6.568292 4.113856 -0.033 -1.978 1.057 -0.0039
H -0.969184 -1.510392 4.355166 0.726 -0.057 -0.128 0.0626
H -2.131964 -2.202042 3.272446 0.388 -0.631 -0.546 0.0714
H -1.587714 -0.667582 2.976706 0.074 0.318 0.161 0.0778
H 0.818946 -1.328822 2.536486 -0.274 0.361 -0.158 0.1117
H -0.304824 -1.900402 1.264966 -0.449 0.760 0.174 0.1259
H 1.834836 -3.414552 0.892076 0.176 -0.334 -0.096 0.1123
H 2.148016 -6.103372 1.795046 0.123 0.067 0.458 0.1180
H -0.673084 -4.024162 4.182936 -0.008 -0.202 -0.108 0.1592
H 0.416866 -6.313232 5.146806 -0.339 -0.193 -0.187 0.1169
H 1.617016 -7.078122 4.123606 0.013 0.069 0.055 0.1124
H -0.048434 -7.248342 3.631446 -0.279 -0.069 0.509 0.1193
B -5.417124 -0.266552 -2.632544 1.677 0.215 -1.427 -1.3199
F -6.694124 -0.826192 -2.638284 -1.343 0.305 -0.251 0.0642
F -5.060634 0.572488 -3.694504 -0.724 -0.156 0.267 0.1357
F -5.209044 0.340778 -1.428934 0.120 0.536 1.006 0.1607
F -4.579994 -1.423702 -2.722614 0.279 -0.048 0.287 0.0361
B 0.679586 3.945098 -2.811944 -0.833 3.439 -0.536 -1.5939
F -0.663794 4.156408 -2.894524 -3.122 -0.082 -0.280 0.1343
F 0.955966 4.019758 -1.493834 1.422 -0.402 3.402 0.1486
F 1.026946 2.833908 -3.375584 1.435 -4.254 -1.583 0.2382
F 1.255796 5.025968 -3.441584 1.253 1.112 -0.686 0.1381
B 3.039506 -1.087732 -0.355314 -0.111 0.640 -0.137 -1.3325
F 3.987096 -2.081662 -0.032064 -0.456 -0.890 -0.135 0.0926
F 2.845716 -0.969342 -1.744034 -0.130 -0.651 0.131 0.1107
F 1.813416 -1.203672 0.335326 0.237 -0.835 -0.308 0.1039
F 3.610746 0.081228 0.081866 0.727 1.670 0.464 0.1179
C 1.613026 -2.452512 -6.311254 0.562 -0.252 -0.655 -0.6148
F 0.551816 -2.650552 -5.513924 -0.768 0.217 -0.414 0.0973
F 2.623336 -2.332042 -5.422714 0.879 0.383 0.247 0.0627
F 1.853696 -3.594122 -6.974544 -0.357 0.511 0.008 0.1282
S 1.559106 -0.887922 -7.430604 -0.012 0.337 -2.095 0.4911
O 2.857556 -0.808372 -8.110234 -1.173 -0.930 0.942 -0.3269
O 0.385156 -1.042072 -8.308164 1.537 -0.183 1.702 -0.3198
O 1.453326 0.140668 -6.411564 -0.731 0.116 0.827 -0.3733
C -5.601754 -4.660472 -5.552294 0.395 -1.506 0.695 -0.5682
F -6.245784 -3.621492 -6.057104 0.591 0.505 -0.423 0.1241
F -5.867694 -5.748292 -6.301374 -0.083 0.677 0.319 0.1088
F -4.205944 -4.526102 -5.674344 -2.117 0.611 0.649 0.0550
S -6.368504 -5.047502 -3.790094 1.019 -3.376 -2.007 0.5807
O -5.491144 -6.171982 -3.417554 -1.624 1.810 -0.068 -0.3228
O -6.149734 -3.837472 -2.968594 -0.757 -0.220 -0.398 -0.5210
O -7.758104 -5.380192 -4.149734 2.128 1.238 1.003 -0.2992
C -0.479214 3.920798 4.625926 2.418 -1.990 0.668 -0.6452
F -1.323084 3.720858 3.610736 -1.036 0.449 0.620 0.1152
F 0.639976 4.382328 4.009476 0.379 -0.187 0.076 0.0751
F -0.784754 4.826588 5.510626 -1.440 0.938 0.012 0.1602
S -0.139364 2.267478 5.602126 0.758 2.163 4.764 0.4808
O 0.996026 2.485908 6.566856 -2.313 0.235 -2.299 -0.3455
O -1.408864 1.969988 6.278606 0.639 0.567 -0.984 -0.3336
O 0.211196 1.395098 4.559026 0.743 -2.373 -3.115 -0.3450
C -2.357514 -4.745032 0.744646 -5.417 -0.649 -1.157 -0.5433
F -3.274554 -5.716592 1.110976 1.088 0.601 -0.104 0.0732
F -2.641374 -3.742342 1.641426 1.945 -0.765 -0.818 0.0906
F -1.188684 -5.341152 0.778416 1.097 0.838 0.745 0.1281
S -2.933854 -4.298082 -1.082854 -0.662 -0.784 -2.399 0.5388
O -4.103114 -3.434372 -1.038084 0.201 0.491 1.936 -0.4434
O -1.786764 -3.565322 -1.632664 0.019 -0.754 0.828 -0.3428
O -3.337164 -5.556692 -1.717094 2.150 1.125 1.640 -0.2749
C -6.818374 0.581538 2.279666 0.825 -2.042 0.673 -0.6140
F -8.114014 0.275858 2.296806 0.429 0.644 -0.089 0.1504
F -6.494664 1.313448 1.231206 -0.332 0.676 0.261 0.1424
F -6.498344 1.221258 3.459366 -0.297 -0.423 -1.469 0.0797
S -5.824974 -1.070192 2.136486 3.423 0.624 2.533 0.5781
O -4.369354 -0.682212 2.303576 -2.475 0.049 -0.936 -0.3883
O -6.215664 -1.840602 3.311226 -0.693 0.377 -1.612 -0.3100
O -6.110544 -1.572912 0.782556 -0.527 0.310 1.176 -0.4763
```
Positions in Å, forces in eV/Å.

Its molar mass is 2046.3 g/mol. For the largest force on an atom, the calculation gives 0.136 hartree/bohr. For the frontier orbital gap, the calculation gives 6.47 eV. As for the net charge: +3. For the calculated total energy, the calculation gives -9861.1188 hartree.